2 unconnected molecules or ions with the total composition C4H9NO3, computed with ωB97M-V with the def2-TZVPD basis set.

Values from the calculation:
DFT total energy, eV: -11926.32138
SMILES: NC(=O)O.C=CCO
ΔE to the lowest compared entry with this formula, charge and spin, kJ/mol: 117.72
Kohn-Sham gap, Ha: 0.387

ORCA input file:
```
! RIJCOSX wB97M-V def2-TZVPD def2/J DEFGRID3
* xyz 0 1
N -0.41902 -2.14863 0.28617
C -1.58422 -1.47104 -0.03482
O -2.49108 -1.25674 0.71729
O -1.64643 -1.07972 -1.32539
H -0.42231 -2.47784 1.23778
H 0.45054 -1.70997 0.01313
H -0.84879 -1.37773 -1.78433
C -0.54339 1.32041 1.14910
C -0.00325 1.36283 -0.05240
C 1.46527 1.33481 -0.32425
O 1.79221 -0.01879 -0.68167
H -1.61221 1.22176 1.26303
H 0.05151 1.35683 2.05035
H -0.63165 1.35508 -0.94536
H 1.69634 1.99871 -1.15749
H 2.03503 1.64400 0.55260
H 2.71145 -0.05397 -0.96373
*
```

***

12 unconnected molecules or ions with the total composition H24O12, computed with ωB97M-V with the def2-TZVPD basis set.

Values from the calculation:
DFT total energy, eV: -24960.17288
ΔE to the lowest compared entry with this formula, charge and spin, kJ/mol: 63.49
Kohn-Sham gap (spin up / spin down), Ha: 0.102 / 0.375

ORCA input file:
```
! RIJCOSX wB97M-V def2-TZVPD def2/J DEFGRID3
* xyz -1 2
O -2.50847 0.45553 0.90986
H -1.99321 -0.12804 1.46680
H -3.37247 0.04574 0.86735
O 1.36436 -3.52436 -2.63572
H 0.95650 -3.05883 -1.90554
H 2.00038 -2.90344 -2.99093
O -0.21363 1.22468 3.65541
H 0.15591 1.88442 4.24228
H -0.45955 1.71309 2.86979
O -3.09470 1.47918 -1.71119
H -3.68757 2.20027 -1.49961
H -2.73594 1.20769 -0.86631
O -1.70428 -1.50483 -2.44346
H -2.25897 -0.79569 -2.11840
H -1.98481 -2.27488 -1.94892
O 0.15476 -2.83372 -0.15204
H -0.64011 -3.36694 -0.14260
H 0.47103 -2.85839 0.75107
O -0.06665 3.20759 -0.02222
H 0.73317 2.68507 -0.08123
H -0.10567 3.68132 -0.85306
O 0.35266 -0.05991 0.06419
H -0.48175 0.27745 0.39005
H 0.15202 -0.94600 -0.23716
O 3.35770 -2.34511 1.09265
H 3.51759 -2.01448 0.20871
H 2.47307 -2.04686 1.30407
O 2.88306 -0.95961 -1.20310
H 2.13162 -0.65967 -1.71457
H 3.50486 -0.23288 -1.24135
O -2.17107 2.98126 1.72422
H -2.41496 2.10903 1.41441
H -1.33078 3.15966 1.30194
O 2.34126 1.72684 0.71633
H 2.96206 1.46898 0.03491
H 1.71262 1.00596 0.75352
*
```

***

9 unconnected molecules or ions with the total composition C36H90O18, computed with ωB97M-V with the def2-TZVPD basis set.

Values from the calculation:
DFT total energy, eV: -75634.39591
SMILES: COCCOC.COCCOC.COCCOC.COCCOC.COCCOC.COCCOC.COCCOC.COCCOC.COCCOC
ΔE to the lowest compared entry with this formula, charge and spin, kJ/mol: 124.11
Kohn-Sham gap, Ha: 0.371

ORCA input file:
```
! RIJCOSX wB97M-V def2-TZVPD def2/J DEFGRID3
* xyz 0 1
C -12.16385 13.00290 12.75121
O -11.33190 13.73260 13.63601
C -10.65419 12.94485 14.56700
C -9.71365 13.81490 15.41014
O -9.18160 13.05711 16.48402
C -10.06007 13.02799 17.59331
H -12.96886 12.47314 13.26058
H -11.50768 12.45964 12.06798
H -12.69565 13.73948 12.14411
H -10.09587 12.12970 14.08806
H -11.30862 12.42669 15.28468
H -10.19959 14.72489 15.76932
H -8.86993 14.08565 14.77446
H -10.94802 12.42070 17.39404
H -10.34748 14.03738 17.90172
H -9.54838 12.55574 18.43189
C -17.66814 17.24211 18.09767
O -17.26923 16.68261 19.33017
C -17.93952 15.50463 19.67037
C -17.38138 14.27228 18.95679
O -17.53448 13.15400 19.82077
C -16.96747 11.98868 19.31960
H -17.61066 16.55062 17.25569
H -17.03422 18.10715 17.90349
H -18.67223 17.66881 18.20430
H -19.03212 15.56905 19.57569
H -17.85374 15.34777 20.75006
H -16.31716 14.40262 18.76111
H -17.96930 14.06251 18.05718
H -17.44952 11.63924 18.39422
H -16.94344 11.17618 20.04540
H -15.91005 12.12484 19.03083
C -14.23936 16.86630 13.30772
O -15.06870 17.86536 13.84750
C -14.48706 18.70200 14.81543
C -14.16940 18.03898 16.15089
O -13.36385 18.87893 16.92727
C -13.16409 18.40430 18.24468
H -14.78099 16.23966 12.60334
H -13.87640 16.21128 14.10717
H -13.36072 17.28694 12.80238
H -15.16124 19.54733 14.94020
H -13.54906 19.10893 14.40912
H -13.62905 17.09870 15.98883
H -15.14595 17.80500 16.59472
H -14.14848 18.32814 18.71930
H -12.49436 19.04096 18.81163
H -12.78156 17.38199 18.26039
C -19.26376 13.68355 13.70540
O -20.03446 12.87410 12.84534
C -19.33089 12.57074 11.66792
C -20.10253 11.71010 10.71278
O -21.14892 12.43831 10.10137
C -22.40181 12.41687 10.76188
H -18.99964 14.63462 13.22613
H -18.30490 13.24986 14.00100
H -19.92812 13.85970 14.54929
H -18.34938 12.11069 11.85989
H -19.07481 13.47097 11.09223
H -20.48199 10.75552 11.11396
H -19.47359 11.28154 9.92470
H -22.46003 12.98236 11.69406
H -22.71633 11.38819 10.94542
H -23.05422 12.92230 10.05171
C -10.42287 16.78084 19.89052
O -11.69206 16.21624 20.15370
C -11.89066 16.18179 21.55287
C -13.31488 15.76758 21.86250
O -13.45967 14.40185 21.50579
C -14.80353 13.97243 21.53643
H -10.44071 17.87068 19.84916
H -10.09537 16.43844 18.90247
H -9.62004 16.38556 20.51913
H -11.59984 17.09778 22.07824
H -11.26331 15.42052 22.04023
H -14.00593 16.43220 21.33245
H -13.50669 15.81684 22.93956
H -15.20085 13.88730 22.55374
H -14.83235 13.02692 21.00145
H -15.50478 14.65154 21.03845
C -16.43685 14.85321 15.12775
O -15.53596 13.99724 14.43112
C -14.93611 13.08623 15.30138
C -13.89461 13.65809 16.28058
O -14.44013 14.21689 17.43359
C -13.48435 14.60981 18.37518
H -17.04167 15.28311 14.31943
H -15.98906 15.77365 15.50728
H -17.12226 14.29574 15.76430
H -14.46745 12.27880 14.73891
H -15.68184 12.63982 15.97862
H -13.10629 14.16552 15.70597
H -13.35735 12.74371 16.59726
H -12.60321 15.12674 17.98296
H -13.16009 13.77153 19.00067
H -13.87796 15.34336 19.08091
C -13.55269 7.29785 18.89185
O -12.97614 8.49903 18.42429
C -13.89849 9.52954 18.11493
C -14.68630 9.32604 16.81949
O -13.88338 9.24670 15.67670
C -13.34591 7.96060 15.43822
H -14.15972 6.87181 18.08441
H -14.10976 7.38988 19.82652
H -12.74774 6.57977 19.05217
H -13.19898 10.34084 17.88839
H -14.54852 9.81166 18.94963
H -15.34341 10.20239 16.78583
H -15.42657 8.51794 16.86113
H -12.59560 7.64816 16.16181
H -12.94967 7.94888 14.42456
H -14.16730 7.23123 15.43383
C -19.57010 7.58307 12.09105
O -18.61863 8.21431 12.88012
C -18.71842 7.81850 14.25434
C -17.47970 8.27448 15.01840
O -17.63229 9.54415 15.61064
C -17.47955 10.61379 14.69200
H -20.61632 7.65865 12.41663
H -19.41101 6.49840 11.98974
H -19.55724 7.96294 11.06877
H -18.75070 6.71965 14.21412
H -19.67810 8.11317 14.68751
H -16.60547 8.29166 14.35966
H -17.35740 7.55818 15.83251
H -18.31851 10.63265 13.99443
H -16.49063 10.61097 14.22662
H -17.48914 11.48409 15.35076
C -14.55720 10.09242 12.28409
O -15.31924 10.46437 11.17621
C -15.11634 9.69422 10.03096
C -16.25322 9.91360 9.06934
O -16.23025 11.19907 8.49601
C -17.13749 11.35119 7.41237
H -14.77771 9.04159 12.53271
H -14.82819 10.68081 13.15733
H -13.46547 10.14641 12.18854
H -15.16170 8.62280 10.29762
H -14.13907 9.78241 9.54048
H -17.23492 9.67602 9.49400
H -16.17004 9.15865 8.27192
H -17.01602 10.50581 6.72867
H -16.78087 12.23346 6.88520
H -18.15624 11.47441 7.77857
*
```

***

A single C4H10N2O molecule, computed with ωB97M-V with the def2-TZVPD basis set.

Values from the calculation:
DFT total energy, eV: -9337.78535
SMILES: CC(=O)NCCN
ΔE to the lowest compared entry with this formula, charge and spin, kJ/mol: 115.99
Kohn-Sham gap, Ha: 0.382

ORCA input file:
```
! RIJCOSX wB97M-V def2-TZVPD def2/J DEFGRID3
* xyz 0 1
C -1.85744 -0.07882 -0.50358
C -1.32227 -0.38587 0.90419
O -1.85793 -1.12741 1.68098
N -0.12798 0.24284 1.21819
C 0.69739 1.04105 0.32886
C 1.38266 0.19554 -0.81597
N 1.53776 -1.23281 -0.54409
H -2.82162 -0.58212 -0.56098
H -1.14690 -0.47815 -1.23791
H -1.99602 0.97247 -0.74313
H -0.01675 0.36741 2.21438
H 1.53780 1.33260 0.94548
H 0.19606 1.91786 -0.09742
H 2.41368 0.54703 -0.76393
H 1.02727 0.37726 -1.83117
H 0.67593 -1.75924 -0.64872
H 1.67837 -1.34964 0.45483
*
```

***

A molecular structure, C28H29BrF4O3S, computed with ωB97M-V with the def2-TZVPD basis set.

Values from the calculation:
DFT total energy, eV: -127394.14094
Kohn-Sham gap, Ha: 0.302

ORCA input file:
```
! RIJCOSX wB97M-V def2-TZVPD def2/J DEFGRID3
* xyz 0 1
C 1.17632 0.57888 -0.28013
C 0.43678 -0.11498 -1.42807
C -0.06359 -1.52996 -1.08842
C -1.56118 -1.73851 -1.15746
O -2.16742 -1.26726 0.07844
S -3.33261 -0.18959 0.09542
O -3.45097 0.14904 1.48728
O -2.43654 1.08357 -0.54413
Br -3.04471 1.67021 -2.15661
H 2.24161 0.34542 -0.29266
H 0.77746 0.27049 0.68892
H 1.06922 1.66302 -0.34210
H 1.08996 -0.18129 -2.30154
H -0.40824 0.50468 -1.73819
H 0.24262 -1.79867 -0.07233
H 0.38592 -2.27847 -1.74818
H -2.01712 -1.21977 -2.00574
H -1.81091 -2.79583 -1.22860
F -3.79086 8.64267 -1.38809
C -4.00673 7.34997 -1.06231
C -5.02712 6.67076 -1.69728
C -5.24065 5.34218 -1.35557
C -4.44583 4.72325 -0.40093
C -3.42767 5.43514 0.21826
C -3.19756 6.76422 -0.10960
H -5.63130 7.17903 -2.43584
H -6.03484 4.78983 -1.84157
H -4.61608 3.68738 -0.14024
H -2.80404 4.95337 0.96039
H -2.41130 7.34249 0.35541
F -1.41365 -4.57556 -2.86164
C -1.27714 -5.72950 -2.16543
C -1.89350 -6.86649 -2.64496
C -1.74939 -8.04048 -1.91824
C -1.00629 -8.05856 -0.74588
C -0.39970 -6.89509 -0.29339
C -0.53035 -5.71025 -1.00504
H -2.46728 -6.82294 -3.56007
H -2.22351 -8.94591 -2.27396
H -0.90009 -8.97764 -0.18586
H 0.18057 -6.90427 0.61996
H -0.06481 -4.79087 -0.67603
F 4.16626 -1.21458 0.00037
C 5.33085 -0.76923 -0.52223
C 6.21417 -0.10588 0.30488
C 7.40484 0.35055 -0.24354
C 7.68952 0.14135 -1.58594
C 6.77749 -0.52931 -2.38916
C 5.58075 -0.99365 -1.86082
H 5.96534 0.04493 1.34605
H 8.11252 0.87400 0.38608
H 8.61942 0.50074 -2.00528
H 6.99481 -0.69394 -3.43652
H 4.85254 -1.51929 -2.46284
F 1.69324 3.05254 5.95767
C 0.82175 2.36286 5.18723
C 1.21989 1.14963 4.66338
C 0.31682 0.45068 3.87342
C -0.94907 0.96105 3.62000
C -1.31395 2.18536 4.16458
C -0.42815 2.90189 4.95791
H 2.21127 0.77344 4.87474
H 0.60943 -0.50382 3.45359
H -1.64861 0.42372 2.99610
H -2.29995 2.58695 3.96811
H -0.68870 3.85627 5.39427
*
```